Record 1
The following is a DFT calculation (ωB97M-V/def2-TZVPD) of a cluster of 3 separate species, C25H37BN2O8 in total.

Output
net charge = +2
orbital gap = 0.1561 Eh
spin multiplicity = 1
highest occupied orbital energy = -0.45755 Eh

Last column: Mulliken charge in e.
Cartesian coordinates (Å):
C  4.288  -3.092  0.582  -0.632
C  3.057  -2.315  -0.235  -0.248
O  2.509  -1.161  0.496  -0.343
C  3.250  0.084  0.200  -0.398
C  2.250  1.417  0.305  -0.485
C  1.303  1.454  -1.033  -0.314
C  -0.133  2.273  -0.813  -0.575
C  -0.953  1.751  0.507  -0.351
N  -2.395  1.365  0.256  0.252
C  -2.947  0.227  1.140  -0.004
C  -4.487  -0.333  1.085  -0.534
C  -5.541  0.369  0.018  0.242
C  -7.073  -0.219  0.006  0.274
C  -8.012  -0.050  1.379  -0.392
C  -9.551  -0.701  1.360  -0.197
N  -10.066  -1.431  0.133  0.336
O  -11.305  -1.975  0.180  -0.404
B  -11.074  -3.400  0.607  0.729
O  -11.212  -4.520  -0.390  -0.491
O  -10.748  -3.776  2.026  -0.501
C  -9.277  -1.591  -1.152  -0.202
C  -7.746  -1.009  -1.291  -0.392
C  -4.940  1.556  -0.939  -0.535
C  -3.340  2.000  -0.741  0.009
H  5.345  -2.719  0.233  0.227
H  4.261  -4.259  0.346  0.347
H  4.196  -2.869  1.736  0.022
H  2.214  -3.150  -0.364  0.261
H  3.417  -2.064  -1.333  0.242
H  3.827  0.034  -0.829  0.351
H  4.043  0.216  1.080  0.106
H  1.678  1.299  1.319  0.274
H  2.927  2.392  0.418  0.329
H  1.095  0.392  -1.508  0.297
H  1.878  2.077  -1.870  -0.093
H  -0.728  2.222  -1.822  0.368
H  0.195  3.406  -0.635  0.284
H  -0.824  2.571  1.363  0.229
H  -0.403  0.781  0.933  0.196
H  -2.210  -0.287  1.917  0.364
H  -4.836  -1.210  1.815  0.337
H  -7.593  0.510  2.338  0.379
H  -10.236  -0.607  2.331  0.388
H  -10.311  -4.797  -0.728  0.328
H  -9.757  -3.738  2.174  0.323
H  -9.776  -2.183  -2.039  0.446
H  -7.113  -1.134  -2.277  0.376
H  -5.663  2.098  -1.719  0.351
H  -2.976  2.868  -1.444  0.398
O  3.655  1.827  -3.330  -0.595
C  4.021  2.941  -3.667  0.588
O  4.610  3.844  -2.828  -0.349
C  4.805  5.073  -3.526  -0.420
C  4.802  4.706  -4.987  -0.503
C  3.853  3.536  -5.032  -0.419
H  3.987  5.755  -3.267  0.260
H  5.753  5.525  -3.220  0.311
H  4.508  5.534  -5.638  0.327
H  5.804  4.378  -5.288  0.275
H  2.815  3.858  -5.156  0.258
H  4.132  2.822  -5.810  0.288
O  7.342  -2.663  1.273  -0.582
C  7.463  -2.615  2.486  0.519
O  8.500  -3.171  3.179  -0.343
C  8.263  -3.019  4.578  -0.418
C  7.300  -1.867  4.696  -0.616
C  6.485  -1.987  3.433  -0.130
H  7.842  -3.954  4.964  0.254
H  9.207  -2.816  5.092  0.330
H  6.699  -1.899  5.609  0.338
H  7.853  -0.919  4.688  0.290
H  5.631  -2.657  3.562  0.214
H  6.159  -1.009  3.071  0.152

Record 2
The following is a DFT calculation (ωB97M-V/def2-TZVPD) of a structure of composition C25H37Cl3N4ORuSe.

Output
net charge = +2
orbital gap (spin up / spin down) = 0.2108 / 0.2107 Eh
spin multiplicity = 1
highest occupied orbital energy (spin up / spin down) = -0.49953 / -0.49953 Eh

Last column: Mulliken charge in e.
Cartesian coordinates (Å):
Ru  1.241  2.008  -0.325  0.631
N  1.026  3.679  0.954  -0.400
C  -0.334  4.288  0.938  -0.348
C  -0.591  5.013  -0.368  -0.897
C  -0.643  4.111  -1.587  -0.381
N  0.666  3.433  -1.831  -0.499
H  1.200  3.305  1.888  0.303
H  1.734  4.399  0.812  0.338
H  -0.411  4.970  1.786  0.444
H  -1.039  3.470  1.094  0.177
H  0.163  5.795  -0.515  0.292
H  -1.545  5.535  -0.288  0.405
H  -0.895  4.684  -2.480  0.477
H  -1.392  3.330  -1.460  0.202
H  1.386  4.148  -1.942  0.321
H  0.640  2.991  -2.749  0.359
Cl  3.709  0.354  6.216  -0.161
C  2.798  0.553  4.770  0.186
C  3.401  1.097  3.648  -0.913
C  2.619  1.232  2.518  1.350
Cl  3.356  1.841  1.028  -0.251
C  1.278  0.859  2.415  -1.105
O  0.570  0.998  1.304  -0.019
C  0.719  0.321  3.585  0.387
Cl  -0.950  -0.116  3.570  -0.147
C  1.462  0.167  4.740  -0.622
H  4.440  1.392  3.659  0.517
H  0.998  -0.245  5.625  0.501
C  2.809  2.013  -1.720  -1.592
H  2.450  1.979  -2.747  0.501
H  3.396  1.113  -1.543  0.580
H  3.451  2.886  -1.592  0.484
C  -3.347  -0.449  -3.445  -1.127
C  -3.383  -1.641  -2.496  0.007
C  -3.986  -1.316  -1.133  -0.727
C  -3.105  -0.442  -0.245  -0.951
N  -1.853  -1.123  0.115  1.124
C  -0.610  -0.845  -0.290  -0.656
Se  -0.176  0.554  -1.495  -0.162
N  0.249  -1.733  0.217  1.591
C  1.695  -1.847  -0.010  -0.839
C  2.036  -3.040  -0.897  -0.873
C  1.501  -2.928  -2.321  0.128
C  2.211  -1.867  -3.153  -1.109
C  -0.466  -2.626  1.003  0.745
C  -0.046  -3.690  1.800  -1.046
C  -1.025  -4.339  2.520  -0.905
C  -2.373  -3.945  2.459  -0.853
C  -2.788  -2.890  1.676  -1.057
C  -1.799  -2.239  0.942  0.527
H  -2.996  -0.742  -4.434  0.382
H  -2.690  0.349  -3.092  0.134
H  -4.344  -0.022  -3.565  0.367
H  -2.382  -2.069  -2.370  -0.093
H  -3.978  -2.436  -2.949  0.417
H  -4.229  -2.235  -0.598  0.372
H  -4.933  -0.785  -1.267  0.539
H  -3.602  -0.194  0.694  0.411
H  -2.841  0.494  -0.736  0.286
H  2.157  -1.930  0.976  0.469
H  2.033  -0.913  -0.457  -0.098
H  1.679  -3.955  -0.424  0.404
H  3.127  -3.117  -0.922  0.547
H  0.420  -2.743  -2.300  -0.141
H  1.614  -3.898  -2.807  0.424
H  2.056  -0.857  -2.762  -0.025
H  1.861  -1.871  -4.184  0.387
H  3.288  -2.048  -3.171  0.356
H  0.990  -3.990  1.863  0.508
H  -0.751  -5.170  3.154  0.462
H  -3.102  -4.484  3.049  0.467
H  -3.824  -2.585  1.650  0.487

Record 3
The following is a DFT calculation (ωB97M-V/def2-TZVPD) of a structure of composition C25H37Cl3N7O4PS5SbSiTc.

Output
net charge = +2
orbital gap (spin up / spin down) = 0.2182 / 0.2187 Eh
spin multiplicity = 1
highest occupied orbital energy (spin up / spin down) = -0.47825 / -0.47827 Eh

Last column: Mulliken charge in e.
Cartesian coordinates (Å):
Tc  -0.433  0.549  0.213  -0.829
S  -2.056  -2.302  -3.765  -0.270
Sb  -0.669  -1.472  -5.631  0.710
S  -0.896  -0.080  -1.828  -0.015
S  -0.856  -2.093  -2.126  0.009
S  0.904  -0.360  -4.608  -0.329
N  -1.422  2.277  2.564  0.059
C  -1.410  2.508  3.879  -0.283
C  -0.476  1.659  4.444  -1.379
C  0.029  0.929  3.375  -0.944
N  -0.540  1.307  2.225  0.794
H  -1.950  2.724  1.819  -0.026
H  -2.057  3.248  4.320  0.535
H  -0.205  1.583  5.482  0.496
H  0.778  0.155  3.374  0.681
C  4.684  -0.367  1.377  -0.982
N  4.109  -1.518  0.689  0.242
C  4.439  -1.436  -0.734  -0.954
N  3.985  -0.187  -1.351  0.243
C  4.554  0.938  -0.612  -0.863
N  4.243  0.915  0.819  0.157
C  2.829  1.139  1.074  -1.124
P  1.788  -0.177  0.274  3.540
C  2.677  -1.670  0.918  -1.454
C  2.537  -0.124  -1.417  -1.222
H  5.769  -0.420  1.282  0.308
H  4.428  -0.407  2.437  0.397
H  3.995  -2.282  -1.259  0.355
H  5.523  -1.491  -0.835  0.311
H  4.194  1.875  -1.043  0.340
H  5.637  0.902  -0.720  0.322
H  2.526  2.115  0.686  0.394
H  2.649  1.145  2.151  0.359
H  2.299  -2.552  0.408  0.484
H  2.472  -1.793  1.984  0.379
H  2.200  0.781  -1.927  0.030
H  2.140  -0.975  -1.977  0.396
C  -0.943  -2.500  4.223  -1.014
C  -1.031  -3.756  3.372  -1.552
C  -1.744  -3.558  2.013  2.750
C  -1.762  -4.902  1.253  -1.373
C  -2.589  -4.889  -0.024  -0.995
C  -3.171  -3.165  2.293  -0.761
O  -3.954  -3.812  2.920  -0.537
N  -3.596  -1.936  1.733  0.565
C  -2.758  -1.046  1.188  -0.372
O  -3.262  0.119  0.824  0.142
N  -1.475  -1.216  0.992  2.685
C  -0.959  -2.520  1.211  -2.104
O  0.134  -2.787  0.791  -0.311
H  -0.394  -2.696  5.143  0.565
H  -1.932  -2.134  4.513  0.306
H  -0.425  -1.695  3.697  0.024
H  -1.586  -4.530  3.901  0.525
H  -0.037  -4.148  3.152  0.492
H  -2.152  -5.647  1.946  0.460
H  -0.723  -5.154  1.040  0.490
H  -3.639  -4.659  0.172  0.317
H  -2.564  -5.867  -0.501  0.513
H  -2.207  -4.163  -0.747  0.032
H  -4.578  -1.705  1.852  0.125
Cl  -4.635  1.010  -1.646  -0.116
Si  -4.712  0.807  0.349  0.267
Cl  -4.835  2.568  1.318  -0.192
Cl  -6.255  -0.382  0.863  -0.253
C  0.107  3.508  -6.542  -1.643
C  -0.009  3.358  -5.053  1.106
C  1.142  3.275  -4.262  -1.011
C  1.054  3.129  -2.892  -0.378
C  -0.207  3.069  -2.305  -0.091
C  -1.368  3.157  -3.054  -0.315
C  -1.251  3.312  -4.430  -0.776
S  -0.354  2.733  -0.586  1.841
C  0.411  4.153  0.139  -1.484
O  -1.827  2.771  -0.220  -0.795
H  0.927  2.907  -6.934  0.384
H  0.309  4.548  -6.805  0.340
H  -0.813  3.215  -7.044  0.394
H  2.116  3.322  -4.731  0.391
H  1.960  3.076  -2.299  0.251
H  -2.333  3.111  -2.571  0.462
H  -2.150  3.398  -5.028  0.432
H  -0.201  5.005  -0.155  0.486
H  1.424  4.255  -0.246  0.469
H  0.427  4.018  1.220  0.389

Number 1: largest force on an atom 5.7 eV Å⁻¹, E -46529.38510 eV. Number 2: largest force on an atom 0.6 eV Å⁻¹, E -140016.05291 eV. Number 3: largest force on an atom 1.0 eV Å⁻¹, E -162786.84656 eV.